# 1
{
  "formula": "C24H38BCl2N6O7SV",
  "method": "ωB97M-V/def2-TZVPD",
  "symbols": ["V", "C", "C", "C", "C", "C", "C", "N", "N", "B", "N", "C", "C", "C", "N", "C", "C", "C", "N", "C", "C", "C", "N", "C", "C", "C", "H", "H", "H", "H", "H", "H", "H", "H", "H", "H", "H", "H", "H", "H", "H", "H", "H", "H", "H", "H", "H", "H", "H", "H", "H", "H", "H", "H", "O", "Cl", "O", "O", "O", "Cl", "C", "C", "O", "O", "H", "H", "O", "S", "C", "C", "C", "C", "H", "H", "H", "H", "H", "H", "H", "H"],
  "positions_angstrom": [[-0.1013, -0.4564, -0.3946], [3.3940, 1.5924, -2.6600], [2.0178, 2.0166, -2.1417], [1.8169, 3.5232, -2.3203], [0.9233, 1.2723, -2.8408], [0.5959, 1.2788, -4.2102], [-0.4940, 0.4440, -4.3205], [-0.7946, -0.0269, -3.0998], [0.0771, 0.4760, -2.1912], [-1.8490, -1.0882, -2.6994], [-1.0483, -2.2923, -2.1429], [-1.2870, -3.6056, -2.2838], [-0.1050, -4.2800, -2.0693], [0.8463, -3.2769, -1.8006], [0.2399, -2.0908, -1.8143], [2.3396, -3.4786, -1.7875], [3.0984, -2.1590, -1.8998], [2.8121, -4.2918, -0.5804], [-2.6934, -0.4519, -1.5885], [-3.9951, -0.1224, -1.5646], [-4.1731, 0.8270, -0.5862], [-2.8910, 1.0551, -0.0487], [-2.0180, 0.2463, -0.6561], [-2.5105, 2.1349, 0.9170], [-3.0921, 3.4765, 0.4606], [-2.9799, 1.8088, 2.3382], [4.1733, 2.1533, -2.1425], [3.4757, 1.7852, -3.7321], [3.5599, 0.5307, -2.4852], [1.9344, 1.7794, -1.0783], [1.8871, 3.8029, -3.3749], [2.5681, 4.0754, -1.7568], [0.8376, 3.8154, -1.9436], [1.0903, 1.8087, -5.0059], [-1.0728, 0.1576, -5.1823], [-2.5273, -1.4145, -3.6292], [-2.2698, -3.9723, -2.5290], [0.0587, -5.3437, -2.1137], [2.5561, -4.0680, -2.6870], [2.9410, -1.5554, -1.0094], [2.7437, -1.5978, -2.7651], [4.1676, -2.3478, -2.0166], [2.7150, -3.6941, 0.3222], [3.8617, -4.5671, -0.6995], [2.2261, -5.2062, -0.4681], [-4.6958, -0.5877, -2.2369], [-5.0892, 1.3207, -0.3121], [-1.4297, 2.2134, 0.9017], [-4.1771, 3.4897, 0.5897], [-2.8571, 3.6588, -0.5880], [-2.6567, 4.2850, 1.0485], [-2.5816, 0.8428, 2.6495], [-4.0713, 1.7692, 2.3830], [-2.6275, 2.5792, 3.0267], [1.0687, 4.3607, 2.5797], [1.2878, 4.2865, 1.1590], [2.6955, 4.3741, 0.8934], [0.5902, 5.3422, 0.4951], [0.7928, 3.0094, 0.6662], [2.7563, -2.8204, 2.9278], [1.0510, -3.0304, 2.4739], [0.6298, -2.1282, 1.2922], [-0.5881, -2.1441, 1.0281], [1.5025, -1.4844, 0.6701], [0.4332, -2.8101, 3.3409], [0.9094, -4.0725, 2.1945], [-0.1050, 0.4235, 1.6185], [0.3907, 1.4227, 2.6250], [0.2183, 0.4735, 4.2260], [1.6006, 0.2484, 4.8339], [2.5232, 1.2809, 4.1878], [2.2066, 1.2326, 2.7066], [-0.3032, -0.4453, 3.9629], [-0.4157, 1.0779, 4.8743], [1.9686, -0.7483, 4.5909], [1.5844, 0.3368, 5.9224], [3.5720, 1.0589, 4.3906], [2.2916, 2.2818, 4.5626], [2.4114, 0.2630, 2.2481], [2.6755, 2.0299, 2.1363]],
  "forces_ev_per_a": [[0.85, -0.48, 1.95], [-0.14, -0.05, 0.15], [-0.02, 0.09, -0.14], [-0.07, -0.08, 0.13], [-0.17, -0.19, -0.14], [0.01, -0.03, -0.04], [0.12, 0.03, 0.06], [-0.12, 0.03, -0.37], [0.63, 1.15, -1.20], [0.14, 0.19, 0.31], [-0.26, -0.51, -0.35], [0.02, -0.04, 0.08], [-0.03, 0.02, 0.09], [-0.30, -0.21, -0.34], [0.48, -0.59, -0.17], [0.07, 0.19, 0.33], [-0.06, -0.10, -0.11], [-0.08, 0.03, -0.12], [-0.48, -0.04, -0.17], [0.11, -0.03, 0.07], [-0.04, 0.05, 0.06], [-0.14, -0.11, -0.34], [-1.19, 0.44, 0.37], [-0.17, -0.08, 0.12], [0.15, -0.10, 0.01], [0.19, -0.01, -0.15], [0.03, 0.02, -0.02], [0.04, 0.01, -0.01], [0.07, -0.04, -0.04], [0.07, 0.05, 0.01], [0.01, -0.03, -0.03], [0.01, 0.02, 0.01], [0.01, 0.08, -0.01], [-0.01, 0.06, 0.01], [-0.04, -0.05, 0.02], [-0.10, -0.01, -0.09], [-0.02, 0.04, -0.09], [0.02, -0.01, -0.07], [-0.07, 0.02, 0.02], [0.03, 0.03, 0.00], [0.04, 0.05, -0.01], [0.02, 0.00, 0.00], [0.04, -0.01, 0.07], [0.02, -0.01, 0.03], [0.02, -0.03, 0.02], [0.03, 0.03, -0.09], [-0.02, 0.00, 0.00], [0.07, 0.06, -0.01], [-0.02, 0.05, -0.05], [-0.02, 0.05, -0.01], [-0.03, 0.03, 0.03], [-0.03, -0.02, 0.07], [0.00, -0.01, 0.03], [-0.04, 0.00, 0.06], [-0.07, -0.02, 0.33], [-0.04, 0.14, -0.04], [0.45, -0.07, -0.12], [-0.22, 0.31, -0.17], [0.01, 0.04, -0.29], [0.18, -0.07, 0.18], [-0.11, 0.25, -0.34], [0.32, -0.97, 0.75], [0.00, 0.23, -0.23], [0.14, 0.13, -0.06], [0.00, 0.03, -0.03], [-0.04, 0.03, -0.03], [-0.29, 0.16, -0.55], [0.35, -0.74, 0.99], [-0.03, 0.26, -0.18], [0.08, 0.05, 0.02], [-0.04, -0.14, 0.07], [-0.13, 0.31, -0.07], [-0.09, 0.04, -0.04], [-0.06, -0.01, -0.02], [-0.04, -0.02, -0.02], [-0.03, 0.01, -0.02], [0.02, 0.11, -0.05], [0.13, 0.02, 0.05], [-0.01, -0.04, 0.02], [-0.06, 0.02, -0.07]],
  "spin_multiplicity": 4,
  "s_squared": 3.7572,
  "orbital_gap_ev": [6.899, 8.858],
  "charge": -1,
  "total_energy_ev": -111022.164,
  "e_above_lowest_ev": 2.295
}

# 2
{
  "formula": "C7H10",
  "method": "ωB97M-V/def2-TZVPD",
  "symbols": ["C", "C", "C", "C", "C", "C", "C", "H", "H", "H", "H", "H", "H", "H", "H", "H", "H"],
  "positions_angstrom": [[-1.3761, 0.6630, 0.3448], [-1.4779, -0.7412, -0.3014], [-0.0866, -0.5621, -0.9601], [-0.1331, 0.9304, -0.5429], [1.2515, 0.7854, 0.1143], [1.2760, -0.2784, 1.1751], [1.2821, -0.6937, -0.2567], [-2.2367, 1.3181, 0.1861], [-1.1485, 0.6643, 1.4144], [-1.7312, -1.6097, 0.3112], [-2.1975, -0.6761, -1.1238], [-0.0221, -0.8847, -2.0021], [-0.2559, 1.6954, -1.3114], [2.0533, 1.5159, 0.0481], [2.2319, -0.3775, 1.6841], [0.4226, -0.4962, 1.8119], [2.1170, -1.2419, -0.6843]],
  "forces_ev_per_a": [[-0.08, 0.09, 0.07], [-0.11, -0.17, 0.04], [-0.02, -0.03, -0.20], [0.00, 0.18, -0.08], [0.12, 0.25, 0.01], [-0.04, -0.06, 0.17], [0.10, -0.25, -0.11], [0.11, -0.10, -0.05], [-0.07, 0.02, -0.19], [0.17, 0.06, 0.04], [-0.03, -0.20, 0.15], [-0.02, 0.27, 0.07], [0.22, -0.01, 0.17], [-0.13, -0.15, 0.01], [-0.15, 0.01, -0.11], [0.11, 0.09, -0.10], [-0.18, 0.01, 0.11]],
  "orbital_gap_ev": 10.272,
  "charge": 0,
  "total_energy_ev": -7418.342,
  "e_above_lowest_ev": 2.693,
  "smiles": "C1C[C@H]2[C@@H]1[C@H]1C[C@@H]21"
}

# 3
{
  "formula": "C12H22O8Si2",
  "method": "ωB97M-V/def2-TZVPD",
  "symbols": ["O", "O", "O", "O", "O", "O", "O", "O", "C", "C", "C", "C", "C", "C", "C", "C", "C", "C", "C", "C", "Si", "Si", "H", "H", "H", "H", "H", "H", "H", "H", "H", "H", "H", "H", "H", "H", "H", "H", "H", "H", "H", "H", "H", "H"],
  "positions_angstrom": [[-0.0225, -2.7341, 1.5925], [-1.1892, 2.6184, 1.5280], [0.5256, -1.7318, -3.6791], [2.0994, 0.5587, 1.2134], [-2.1554, -1.7536, 1.1800], [-2.6660, 0.8942, 1.6748], [1.2249, 0.4187, -3.1638], [2.3442, 1.4982, -0.8489], [-1.2081, -2.7408, 1.3177], [-2.2492, 2.1448, 1.9095], [0.5003, -0.5489, -3.7896], [2.3440, 1.5454, 0.4584], [-1.8198, -4.1024, 1.0527], [-3.2471, 3.0063, 2.5864], [-0.4264, 0.1192, -4.7917], [2.6492, 2.8491, 1.1006], [-0.1763, -0.3980, 2.8331], [3.2098, -1.1723, -2.0895], [-0.5665, 0.2907, -0.1142], [0.4794, -0.6952, -0.6251], [-1.4808, -0.2434, 1.4148], [1.9428, 0.0757, -1.6343], [-1.2753, -4.5645, 0.2253], [-1.7235, -4.7260, 1.9028], [-2.8481, -4.0575, 0.7089], [-4.1577, 3.2227, 1.9611], [-3.6233, 2.4607, 3.4093], [-2.6932, 3.8977, 2.9888], [-0.9039, 1.0756, -4.4243], [-1.2070, -0.5635, -5.0534], [0.2167, 0.3482, -5.6268], [1.8070, 3.5401, 0.7791], [3.5983, 3.3135, 0.7122], [2.6809, 2.7101, 2.1324], [0.6940, 0.1793, 2.5054], [0.1972, -1.4059, 2.9629], [-0.6745, -0.0638, 3.7365], [4.1288, -0.7526, -2.4754], [2.8676, -1.8608, -2.8193], [3.4605, -1.7438, -1.1949], [-0.2565, 1.3063, 0.1131], [-1.3620, 0.3255, -0.8292], [-0.0101, -1.4712, -1.1409], [0.9719, -1.0692, 0.3006]],
  "forces_ev_per_a": [[-1.64, 0.79, -0.78], [-0.78, -1.00, 0.67], [0.82, -0.83, 0.87], [1.36, 2.74, -2.84], [1.18, -0.18, 0.38], [-0.32, -0.27, 0.52], [0.50, -0.28, 0.90], [0.36, 0.11, -1.34], [-0.08, -2.85, -0.24], [0.65, 1.80, -1.19], [-1.34, 2.28, -1.03], [-0.22, -2.61, 4.16], [-0.46, 0.62, -1.49], [-0.20, 1.14, 0.07], [-0.21, 1.08, 0.94], [-0.26, 1.78, -2.90], [-1.36, 0.53, -0.60], [1.16, 0.66, 1.38], [-0.72, -0.36, 0.08], [2.20, 1.38, 1.38], [3.63, 0.14, 0.41], [-2.98, -2.30, -0.43], [0.24, 0.04, 0.21], [0.11, -0.56, 0.89], [-0.21, 0.13, 0.30], [1.18, 0.05, 0.36], [-0.54, -0.59, 1.11], [-0.93, -0.64, -0.74], [0.81, -1.03, -0.25], [-0.29, -0.45, -0.40], [-0.07, 0.19, -0.58], [0.94, -0.57, 0.62], [-0.89, -0.56, 0.32], [-0.02, -0.05, 1.60], [-0.50, 0.28, 0.56], [-0.33, 0.25, 0.22], [0.39, 0.40, 0.48], [0.36, 0.24, -0.03], [-0.79, -0.47, -0.65], [0.15, -0.06, 0.07], [0.21, -0.06, -0.28], [-0.62, 0.56, -0.94], [-0.30, -1.15, -0.73], [-0.19, -0.35, -1.06]],
  "orbital_gap_ev": 9.635,
  "charge": 0,
  "total_energy_ev": -44941.868,
  "e_above_lowest_ev": 0.728
}

# 4
{
  "formula": "C16H30Br5CsK2N4O11P",
  "method": "ωB97M-V/def2-TZVPD",
  "symbols": ["C", "P", "O", "C", "C", "Br", "C", "C", "O", "O", "C", "C", "C", "O", "C", "C", "N", "N", "H", "H", "H", "H", "H", "H", "H", "H", "H", "H", "H", "H", "H", "H", "H", "O", "H", "C", "Br", "Br", "Br", "H", "C", "O", "N", "N", "H", "H", "H", "H", "Cs", "C", "C", "C", "O", "C", "O", "O", "H", "H", "H", "H", "H", "H", "Br", "K", "O", "H", "O", "H", "H", "K"],
  "positions_angstrom": [[6.0005, -2.4794, -0.1294], [4.7580, -1.1455, 0.5262], [5.7463, 0.2479, 0.8672], [3.5168, -0.8414, -0.8995], [2.1877, -1.8535, -0.9758], [1.8488, -3.3077, 0.3593], [1.0897, -1.6616, -2.1785], [-0.2989, -2.5501, -2.3631], [-0.3052, -3.9030, -2.4735], [-1.5572, -1.7367, -2.4515], [-2.4150, -1.9791, -1.2809], [-3.9090, -1.2525, -1.4345], [-4.2653, -0.2660, -0.1556], [-5.7521, -0.2207, -0.0099], [1.3361, -0.4733, -3.3012], [2.6793, 0.4514, -3.1123], [3.6796, 0.2627, -1.9636], [4.7534, 1.1546, -1.9427], [7.0929, -2.0337, -0.0319], [5.8154, -2.7010, -1.2875], [5.9335, -3.4588, 0.5302], [6.6154, 0.0832, 0.3579], [-2.5784, -3.1579, -1.2211], [-1.9504, -1.6397, -0.2560], [-4.0021, -0.6223, -2.4349], [-4.7243, -2.0981, -1.4757], [-3.7969, -0.6254, 0.8656], [-3.9312, 0.8497, -0.3445], [-5.9921, 0.2188, 0.8613], [0.6325, -0.2452, -4.2089], [2.8509, 1.3078, -3.9083], [5.6531, 0.6775, -1.7141], [4.4852, 1.8602, -1.2010], [8.6060, -3.6468, -0.2532], [8.4099, -4.2365, 0.4518], [-2.2467, 0.6699, 3.9211], [-1.5982, 0.0677, 5.6535], [-1.5920, -0.4521, 2.4732], [-4.1849, 0.8334, 3.8907], [-1.8386, 1.6729, 3.7580], [7.7385, 0.3242, -4.0847], [7.3387, 0.3023, -2.9313], [8.0661, 1.4640, -4.7195], [7.8874, -0.7898, -4.8241], [8.3971, 1.5021, -5.6687], [7.9685, 2.3257, -4.1984], [7.6518, -1.6696, -4.3838], [8.2152, -0.7920, -5.7752], [-3.4921, -1.8166, 5.2768], [-7.7846, 5.1570, 3.8902], [-7.5867, 3.9548, 2.9891], [-8.8539, 3.4410, 2.3746], [-8.5406, 2.0804, 2.1336], [-7.6047, 1.7290, 3.0674], [-7.2380, 0.5885, 3.2833], [-7.1393, 2.8316, 3.7308], [-6.8859, 5.3401, 4.4882], [-8.0082, 6.0536, 3.3044], [-8.6038, 4.9928, 4.5985], [-6.8282, 4.1767, 2.2284], [-9.1071, 3.9519, 1.4426], [-9.7159, 3.4801, 3.0509], [7.4841, -5.4292, -0.9456], [-5.4159, 5.1612, 4.9210], [-4.7178, 1.7202, -3.6674], [-4.9139, 1.1304, -2.9624], [2.7803, -1.9573, 3.6331], [2.1663, -1.8438, 4.3740], [2.2058, -2.1775, 2.8845], [7.7841, -7.0016, 0.9827]],
  "forces_ev_per_a": [[0.56, 0.16, -1.06], [-0.11, 0.02, 0.44], [0.70, -2.21, -2.41], [-2.25, -0.60, -2.13], [-0.28, 3.13, -3.75], [0.55, 1.79, -1.53], [1.81, 1.60, 0.17], [-0.21, -5.25, -0.20], [0.00, 9.23, 0.96], [2.91, -1.73, 1.48], [-1.74, -1.27, 0.74], [-0.04, 0.21, -0.01], [-0.19, 0.52, -0.12], [1.24, 0.27, 1.27], [4.20, 0.69, 3.33], [-2.72, -3.02, 0.96], [-4.08, -2.87, -1.48], [-0.59, 0.69, 1.47], [-1.91, -1.10, -0.13], [0.44, 0.26, 2.72], [-0.01, 2.22, -1.51], [-1.66, 0.62, 1.12], [0.36, 2.55, -0.02], [-0.40, -0.42, -2.07], [0.42, -1.25, 2.04], [1.61, 1.71, 0.20], [-0.85, 0.40, -2.08], [-0.28, -2.30, 0.13], [0.69, -0.83, -1.66], [1.45, -0.62, 2.13], [0.04, -1.94, 2.15], [-0.96, 0.44, -0.49], [0.99, -0.96, -0.97], [1.00, 1.80, -0.33], [0.28, 0.26, 1.57], [0.39, 0.48, -0.88], [3.51, 3.32, 1.01], [0.05, 0.13, 0.37], [-0.47, 0.98, -0.58], [-0.12, -0.38, 0.19], [-0.05, -0.19, 0.12], [-0.15, 0.00, 0.52], [0.17, 1.41, -0.15], [-0.11, -1.21, -0.23], [-0.06, -0.03, 0.20], [0.06, -0.33, -0.25], [0.15, 0.26, -0.16], [-0.05, 0.01, 0.20], [-3.22, -4.63, -0.17], [-0.52, 0.17, 0.42], [-0.09, 1.29, 0.02], [-0.70, 0.53, -0.69], [1.19, -0.57, 1.09], [-0.16, -2.59, -0.37], [-0.46, 2.51, -0.29], [0.19, -0.69, 0.09], [-6.01, 0.55, -2.23], [0.02, -0.14, 0.03], [0.03, -0.01, -0.17], [-0.12, -0.10, -0.15], [0.05, -0.26, 0.05], [0.19, 0.14, 0.04], [-1.67, 0.00, -3.72], [6.50, -0.78, 2.02], [0.50, 0.80, -0.70], [-0.48, -0.81, 1.03], [-0.60, -0.03, 0.23], [0.29, -0.04, -0.20], [0.33, 0.08, -0.01], [0.43, -2.11, 2.40]],
  "orbital_gap_ev": 1.122,
  "charge": 1,
  "total_energy_ev": -438231.044
}